[1]
Formula: C26H43Cl3GaO2P2
Source: OMol25
Level of theory: wB97M-V/def2-TZVPD

Calculated values
Spin multiplicity: 1
Strongest force on any atom in Eh/bohr: 0.097
E_HOMO in eV: -9.5801
HOMO-LUMO gap in Eh: 0.152
Charge: +1
Relative energy (zero: lowest compared OMol25 entry of this formula, charge and spin) in eV: 1.2794
DFT total energy in Ha: -5154.6261

XYZ file:
```
77
Properties=species:S:1:pos:R:3:forces:R:3:lowdin_charge:R:1
Ga -1.50125 0.25045 1.78037 -4.022 -0.830 2.841 0.834
C -3.14524 1.20395 3.35376 0.750 -1.808 1.185 -0.209
C -3.61070 1.44872 2.03269 0.237 -0.408 -1.315 -0.224
C -3.53635 -0.85935 2.35452 0.159 0.031 -2.159 -0.218
C -3.08916 -0.23639 3.54779 0.917 2.370 1.110 -0.216
C -3.88086 0.18251 1.41373 0.240 -0.167 -0.246 -0.269
C -2.84585 2.24639 4.39267 -0.162 -0.249 -0.036 0.002
H -2.48124 3.17657 3.93847 -0.187 -0.113 0.176 0.080
H -2.09707 1.89654 5.11133 -0.273 0.063 -0.196 0.077
H -3.77408 2.44926 4.94690 0.274 0.180 -0.096 0.112
C -2.68098 -0.95736 4.78655 -0.588 -0.195 0.450 -0.015
H -2.14661 -0.33787 5.51201 -0.406 -0.255 -0.320 0.067
H -2.02151 -1.79806 4.54729 -0.174 0.110 0.138 0.104
H -3.57611 -1.34369 5.29229 -0.007 -0.131 -0.163 0.109
C -3.81188 -2.32982 2.17563 0.148 0.455 0.063 0.003
H -4.76990 -2.57146 2.65836 0.254 -0.020 -0.102 0.112
H -3.01717 -2.91262 2.64658 -0.235 -0.086 -0.030 0.091
H -3.87937 -2.58913 1.11564 -0.014 -0.040 0.214 0.081
C -4.54201 -0.03162 0.07709 -0.030 0.038 0.175 -0.017
H -5.63586 -0.02231 0.20959 0.291 -0.021 -0.196 0.106
H -4.26550 -0.99642 -0.36987 -0.098 0.270 0.102 0.084
H -4.29177 0.76355 -0.63930 -0.164 -0.201 0.144 0.074
C -3.91967 2.79616 1.44293 -0.143 -0.348 0.301 0.002
H -4.98823 2.96647 1.61772 0.125 0.274 -0.162 0.112
H -3.73389 2.83388 0.36518 -0.134 0.031 0.149 0.081
H -3.35116 3.59052 1.93700 -0.228 -0.124 -0.106 0.077
C 0.47111 0.76593 2.14961 1.385 2.145 0.018 -0.205
C -0.26982 1.94969 2.32967 2.336 -0.394 0.646 -0.146
C -0.35567 3.05582 1.37882 -0.593 0.414 -1.167 -0.111
C -0.55663 2.53888 -0.08178 0.393 0.864 0.206 -0.109
C -1.37195 1.29408 -0.17070 0.732 -1.851 -1.916 -0.078
C -0.82733 -0.02471 -0.18202 0.010 2.029 -2.074 -0.117
C 0.66918 -0.26062 -0.14008 0.188 -0.387 0.432 -0.129
C 1.37475 0.50438 1.01625 0.324 -0.041 -1.425 -0.146
H 0.55527 3.67187 1.46045 -0.133 -0.258 -0.097 0.158
H 0.42555 2.39048 -0.54493 -0.296 -0.113 0.017 0.122
H -1.19022 3.72035 1.65423 0.308 -0.254 -0.058 0.118
H 1.80104 1.44054 0.65110 0.022 -0.060 -0.035 0.122
H 0.70334 0.19399 3.02579 -0.511 -0.125 -0.109 0.069
H -0.52030 2.23359 3.33565 -0.474 -0.547 0.030 0.038
H 2.21510 -0.10365 1.36749 -0.219 0.134 0.032 0.131
H 0.83836 -1.33732 -0.00903 -0.037 0.242 -0.095 0.132
H -1.40684 -0.80641 -0.67389 -0.285 0.109 0.436 0.143
H 1.13699 0.00789 -1.10249 -0.379 -0.072 0.164 0.117
H -1.06519 3.32784 -0.65141 0.091 -0.271 0.089 0.139
H -2.37704 1.41145 -0.55778 -0.083 -0.177 0.346 0.101
P 3.49424 -1.07531 -3.34307 0.181 -0.060 0.095 0.781
P 2.39171 -2.94839 -5.68642 0.187 -0.005 -0.268 0.776
C 4.57822 -1.31253 -4.85888 -0.101 0.051 0.224 -0.435
C 4.23300 -2.57761 -5.65803 -0.351 -0.183 -0.141 -0.453
H 5.61641 -1.36790 -4.49641 -0.224 0.187 -0.270 0.072
H 4.48146 -0.41532 -5.48968 0.022 -0.254 0.178 0.073
H 4.55256 -2.46536 -6.70602 0.121 -0.164 0.311 0.074
H 4.74473 -3.45470 -5.23234 -0.164 0.219 -0.114 0.076
C 2.42864 -4.59983 -6.49117 0.096 -0.039 -0.169 -0.335
H 1.40193 -4.87982 -6.75832 0.237 0.010 0.023 0.033
H 2.81224 -5.34353 -5.78186 -0.083 0.132 -0.172 0.032
H 3.05315 -4.60105 -7.39540 -0.145 -0.091 0.161 0.041
C 1.94379 -1.90941 -7.15195 -0.042 -0.076 0.024 -0.321
H 2.59309 -2.12632 -8.01358 -0.187 0.105 0.187 0.040
H 2.02208 -0.84497 -6.89130 -0.027 -0.233 -0.109 0.025
H 0.90092 -2.12141 -7.42114 0.227 0.120 -0.004 0.031
C 4.78313 -1.31452 -2.04376 0.045 0.144 0.039 -0.325
H 4.35033 -1.06233 -1.06606 0.195 -0.093 -0.141 0.016
H 5.66163 -0.67946 -2.23272 -0.171 -0.182 0.149 0.041
H 5.09326 -2.36860 -2.02538 -0.083 0.286 0.027 0.039
C 3.37881 0.76162 -3.32929 0.207 0.147 -0.008 -0.332
H 2.73315 1.09574 -4.15255 0.158 -0.055 0.203 0.032
H 4.37116 1.22515 -3.43092 -0.290 0.041 0.055 0.045
H 2.92168 1.07708 -2.38069 0.142 0.052 -0.192 0.004
Cl 1.91163 1.56134 6.99971 0.367 0.195 0.527 0.690
C 1.28588 1.62096 5.40835 -0.768 -0.352 -0.846 -1.419
Cl 0.74534 3.33224 5.05634 0.081 -0.609 0.085 0.595
Cl 2.61762 1.20266 4.25063 -0.255 0.126 0.248 0.624
C 0.03613 0.52814 5.28407 -1.156 -1.472 0.786 -0.659
O -0.19119 -0.03341 6.36155 0.379 0.915 -1.438 -0.010
O -0.60301 0.30390 4.17443 2.093 0.921 3.185 -0.242
```
Positions in Å, forces in eV/Å.


[2]
Formula: C2H3NO3
Source: OMol25
Level of theory: wB97M-V/def2-TZVPD

Calculated values
Spin multiplicity: 1
Strongest force on any atom in Eh/bohr: 0.108
E_HOMO (alpha / beta) in eV: -8.9052 / -9.2353
HOMO-LUMO gap (alpha / beta) in Eh: 0.281 / 0.320
Charge: 0
Relative energy (zero: lowest compared OMol25 entry of this formula, charge and spin) in eV: 8.4395
DFT total energy in Ha: -358.2195

XYZ file:
```
9
Properties=species:S:1:pos:R:3:forces:R:3:lowdin_charge:R:1
C -0.74860 -0.59556 0.05566 1.149 5.430 -0.374 0.065
C 1.67787 0.54990 -0.03542 -3.478 -0.641 -0.750 0.015
N 2.97014 -0.11707 -0.03520 -1.614 0.899 0.376 -0.426
O 3.85887 0.70894 0.09610 0.653 -0.102 -0.217 0.044
O 3.08484 -1.32360 -0.05262 -0.159 0.090 -0.143 0.077
O 0.53646 -0.25222 -0.10957 1.856 0.461 0.489 -0.089
H -1.56441 0.24506 0.16192 1.826 -1.968 -0.304 0.125
H -0.79639 -1.58882 0.26106 -0.805 -2.642 0.434 0.040
H 1.56033 1.63250 -0.32086 0.573 -1.527 0.487 0.149
```
Positions in Å, forces in eV/Å.


> Look up the spin multiplicity of the first one.

1